Entry 1:
{"formula": "C4H4O", "method": "ωB97M-V with the def2-TZVPD basis set", "lumo_energy_ev": 0.3, "multiplicity": 1, "homo_ev": -10.3, "largest_force_ha_per_bohr": 0.0107, "total_energy_ha": -229.97698, "de_lowest_kcal_mol": 32.0, "homo_lumo_gap_ev": 10.68, "elements": ["O", "C", "C", "C", "C", "H", "H", "H", "H"], "coordinates": [[-2.544959, 1.021470, -1.353088], [-0.524123, 0.623810, -0.249236], [1.370693, -1.113068, 0.447090], [-1.712300, 1.393009, -0.558566], [0.365540, -0.130391, 0.061020], [1.415610, -1.198586, 1.536983], [-1.837484, 2.334374, 0.004017], [1.103979, -2.089802, 0.034004], [2.363043, -0.840816, 0.077777]], "atomic_forces_ev_per_a": [[0.257, 0.191, 0.219], [0.321, -0.429, 0.128], [0.027, -0.065, 0.011], [-0.222, -0.102, -0.168], [-0.398, 0.291, -0.070], [0.031, 0.030, -0.150], [0.042, -0.036, -0.066], [0.075, 0.101, 0.053], [-0.134, 0.018, 0.044]]}

***

Entry 2:
{"formula": "C5H10N4S", "method": "ωB97M-V with the def2-TZVPD basis set", "lumo_energy_ev": [-0.4, -0.4], "multiplicity": 1, "homo_ev": [-7.5, -7.5], "largest_force_ha_per_bohr": 0.0582, "total_energy_ha": -813.54035, "de_lowest_kcal_mol": 94.9, "homo_lumo_gap_ev": [7.17, 7.18], "elements": ["S", "N", "N", "N", "N", "C", "C", "C", "C", "C", "H", "H", "H", "H", "H", "H", "H", "H", "H", "H"], "coordinates": [[-0.465615, 0.784129, 1.953094], [0.818339, 0.303809, 0.070577], [-1.758996, 2.137912, 0.271693], [-1.149484, 1.492967, -0.776338], [1.362965, -0.892137, -0.000359], [0.561824, -2.082470, -0.198339], [2.483794, -1.069153, 0.892777], [-2.772622, 3.065966, -0.199652], [-1.760057, 1.765735, 1.544206], [-0.180531, 0.650281, -0.801740], [-2.505929, 4.080797, 0.099232], [3.073989, -0.157032, 0.894218], [0.215851, -2.476128, 0.763614], [3.090280, -1.902157, 0.541396], [-0.116637, 0.160308, -1.781422], [-2.814716, 3.004827, -1.285129], [2.146631, -1.273867, 1.915423], [-3.744239, 2.818844, 0.226849], [1.168034, -2.840546, -0.695485], [-0.306354, -1.854205, -0.812659]], "atomic_forces_ev_per_a": [[0.210, -0.287, 0.110], [-1.310, 1.841, 1.960], [-0.056, -0.078, 0.210], [-0.090, 0.111, -0.779], [0.040, -0.456, -0.520], [-0.237, -0.096, 0.002], [0.162, 0.151, -0.007], [-0.336, 0.417, -0.170], [1.620, -0.937, -0.603], [-0.208, -0.482, -0.581], [-0.012, -0.039, -0.034], [0.035, -0.024, -0.001], [-0.057, -0.034, 0.061], [0.019, -0.008, 0.036], [0.167, 0.002, 0.146], [-0.002, 0.022, 0.118], [-0.039, -0.031, 0.022], [0.088, -0.022, -0.004], [-0.067, 0.019, 0.021], [0.072, -0.067, 0.014]]}

***

Entry 3:
{"formula": "C10H18N5O2PS2Sr", "method": "ωB97M-V with the def2-TZVPD basis set", "lumo_energy_ev": -5.9, "charge": 2, "multiplicity": 1, "homo_ev": -13.1, "largest_force_ha_per_bohr": 0.0200, "total_energy_ha": -1984.19779, "de_lowest_kcal_mol": 0.0, "homo_lumo_gap_ev": 7.25, "elements": ["Sr", "S", "S", "P", "O", "O", "N", "N", "N", "N", "N", "C", "C", "C", "C", "C", "C", "C", "C", "C", "C", "H", "H", "H", "H", "H", "H", "H", "H", "H", "H", "H", "H", "H", "H", "H", "H", "H", "H"], "coordinates": [[1.146466, 0.157572, -1.795304], [2.986584, 3.244493, 2.111048], [2.857976, 0.715436, 0.440333], [0.051955, -2.197092, 0.512969], [0.569417, -1.858143, -0.852366], [-0.968287, -1.332111, 1.181699], [0.451079, 2.189143, -0.552752], [-2.254716, -3.549381, 0.545281], [-1.109108, 1.067969, -2.555723], [1.421273, -1.118456, 2.568604], [1.135147, 2.857754, 0.423592], [-0.789448, -3.865797, 0.450732], [-3.567772, 2.233045, -3.156048], [-3.114026, 1.132230, -3.864016], [-2.772684, 2.745499, -2.141267], [1.452249, -2.344920, 1.723147], [4.548153, 2.401361, 2.415118], [-1.883928, 0.587499, -3.524326], [-1.549525, 2.142189, -1.871091], [2.196018, 2.280574, 0.887804], [-0.695543, 2.699661, -0.824308], [-2.786172, -4.254918, 1.056104], [-0.521767, -4.477314, 1.310262], [-0.585724, -4.427976, -0.456705], [-1.046846, 3.571023, -0.276922], [-3.085787, 3.607614, -1.569744], [-2.681560, -3.443681, -0.375148], [-3.689470, 0.703306, -4.670756], [2.420476, -2.402152, 1.227083], [-1.503689, -0.271981, -4.066908], [5.213166, 2.465609, 1.558036], [-4.518026, 2.690390, -3.392127], [1.910859, -1.243326, 3.453975], [1.329070, -3.220296, 2.359795], [-2.298942, -2.616045, 1.028322], [4.402112, 1.364224, 2.699147], [4.986997, 2.941868, 3.252404], [1.899448, -0.329504, 2.005474], [0.444574, -0.845366, 2.734584]], "atomic_forces_ev_per_a": [[0.688, 0.197, -0.736], [-0.069, -0.051, 0.012], [-0.059, -0.163, 0.077], [0.198, -0.448, 0.247], [-0.141, -0.584, 0.164], [-0.154, 0.039, 0.125], [-0.529, 0.241, 0.065], [-0.057, 0.167, 0.135], [-0.187, 0.177, 0.028], [0.207, 0.379, -0.252], [0.099, 0.148, 0.231], [0.176, 0.111, -0.001], [0.094, -0.061, 0.006], [0.034, 0.001, 0.023], [0.111, -0.115, -0.034], [-0.118, -0.070, -0.141], [0.012, 0.034, 0.031], [-0.158, -0.038, -0.153], [-0.246, 0.102, -0.123], [0.093, 0.119, -0.015], [0.327, 0.016, 0.219], [0.008, 0.016, 0.013], [-0.020, 0.014, 0.001], [0.000, 0.050, -0.016], [0.045, 0.014, 0.007], [0.008, 0.019, 0.018], [-0.007, 0.002, 0.001], [-0.015, -0.010, -0.016], [-0.052, 0.013, -0.017], [-0.026, 0.004, -0.015], [-0.034, 0.001, -0.011], [-0.027, 0.008, -0.011], [-0.004, 0.026, 0.007], [-0.017, 0.021, -0.005], [-0.071, -0.167, -0.091], [0.007, -0.008, 0.028], [0.018, 0.015, -0.010], [-0.166, -0.268, 0.193], [0.031, 0.051, 0.016]]}

***

Entry 4:
{"formula": "C15H7Br2CoN4OSTe", "method": "ωB97M-V with the def2-TZVPD basis set", "lumo_energy_ev": [-0.8, -3.1], "multiplicity": 5, "homo_ev": [-8.3, -8.3], "largest_force_ha_per_bohr": 0.0049, "total_energy_ha": -8067.07491, "de_lowest_kcal_mol": 0.5, "homo_lumo_gap_ev": [7.50, 5.21], "elements": ["Te", "Br", "Br", "Co", "S", "O", "N", "N", "N", "N", "C", "C", "C", "C", "C", "C", "C", "C", "C", "C", "C", "C", "C", "C", "C", "H", "H", "H", "H", "H", "H", "H"], "coordinates": [[-1.114043, -1.131434, 2.594023], [0.097657, 5.166033, 2.363578], [4.850227, 4.283723, -0.532423], [-1.007590, 0.652169, 0.533623], [-1.430474, -4.376673, 2.433299], [-0.568765, 2.340639, 1.314510], [0.906346, 0.753489, -0.245660], [-2.349911, 0.098239, -0.706583], [-5.796140, -2.532688, -0.890078], [-4.311760, -0.784771, -1.845361], [-1.755794, -4.437994, -0.097634], [2.865174, 0.256012, -1.497959], [-5.094205, -1.711659, -1.299108], [2.381258, 4.450658, 0.827334], [-1.705817, -5.249677, 1.004385], [1.427022, 1.969709, 0.086912], [1.114605, 4.022089, 1.269630], [3.407837, 1.469891, -1.180112], [-1.559897, -3.081989, 0.226933], [0.596165, 2.789929, 0.924498], [-1.372607, -2.883440, 1.581687], [-3.321680, -0.336598, -1.202822], [3.155124, 3.657006, 0.032378], [1.592086, -0.069569, -1.003879], [2.695936, 2.376855, -0.366061], [1.128460, -1.020584, -1.237590], [-1.581130, -2.272373, -0.487181], [-1.827413, -6.320473, 1.037862], [3.394547, -0.450203, -2.120428], [4.386362, 1.747817, -1.547767], [-1.938681, -4.800034, -1.097751], [2.737092, 5.425898, 1.127741]], "atomic_forces_ev_per_a": [[0.012, 0.130, -0.030], [-0.003, -0.002, 0.007], [-0.009, -0.009, 0.002], [0.174, -0.026, 0.048], [-0.014, -0.058, 0.046], [0.048, 0.018, 0.055], [-0.089, 0.026, 0.070], [-0.244, -0.002, -0.050], [-0.032, -0.018, 0.020], [-0.073, 0.021, 0.051], [0.029, 0.051, -0.019], [-0.106, -0.027, 0.042], [0.023, -0.026, -0.059], [-0.048, -0.055, -0.003], [-0.007, -0.022, 0.000], [0.002, -0.032, 0.001], [0.067, 0.050, -0.012], [0.031, 0.042, 0.004], [-0.036, -0.076, 0.025], [-0.067, -0.035, -0.007], [0.013, 0.067, -0.031], [0.167, -0.036, -0.048], [0.002, -0.014, -0.008], [0.105, 0.010, -0.060], [0.083, 0.035, -0.022], [-0.004, 0.001, -0.006], [0.001, -0.007, -0.004], [-0.006, -0.009, -0.018], [0.001, -0.008, -0.002], [-0.002, 0.009, 0.005], [-0.007, -0.006, -0.006], [-0.012, 0.008, 0.009]]}

***

Entry 5:
{"formula": "C25H30Br54N2Si", "method": "ωB97M-V with the def2-TZVPD basis set", "lumo_energy_ev": -0.5, "multiplicity": 1, "homo_ev": -10.0, "largest_force_ha_per_bohr": 0.0792, "total_energy_ha": -140366.16600, "homo_lumo_gap_ev": 9.55, "elements": ["Br", "Br", "Br", "Br", "Br", "Br", "Br", "Br", "Br", "Br", "Br", "Br", "Br", "Br", "Br", "Br", "Br", "Br", "Br", "Br", "Br", "Br", "Br", "Br", "Br", "Br", "Br", "Br", "Br", "Br", "Br", "Br", "Br", "Br", "Br", "Br", "Br", "Br", "Br", "Br", "Br", "Br", "Br", "Br", "Br", "Br", "Br", "Br", "Br", "Br", "Br", "Br", "Br", "Br", "Si", "N", "N", "C", "C", "C", "C", "C", "C", "C", "C", "C", "C", "C", "C", "C", "C", "C", "C", "C", "C", "C", "C", "C", "C", "C", "C", "C", "H", "H", "H", "H", "H", "H", "H", "H", "H", "H", "H", "H", "H", "H", "H", "H", "H", "H", "H", "H", "H", "H", "H", "H", "H", "H", "H", "H", "H", "H"], "coordinates": [[-2.439120, 1.337741, -9.043106], [4.338074, 4.905395, -4.147044], [0.895070, 4.644035, 1.629395], [-1.534848, 1.474574, -5.070067], [9.030635, 0.984308, 4.743261], [11.603003, 2.877192, -0.891195], [-4.608049, -7.311889, 6.845512], [-7.020487, 3.120567, 9.201607], [-0.285175, 1.634797, -13.833292], [-9.454795, -4.409327, 2.180132], [5.620533, 7.766529, -4.767340], [2.438217, -3.564180, 1.673250], [9.184098, 1.360022, -2.332286], [-3.583458, -0.848523, -4.294782], [-6.355434, -4.631500, 6.781129], [-6.049614, 2.704889, 5.260022], [-3.247708, 5.765883, 11.154371], [1.001715, 1.219293, -7.487409], [-6.219129, 5.106218, 12.130218], [5.358196, -2.438097, 1.021587], [-7.710556, -7.444275, 6.086324], [-7.025551, -7.310255, -3.209154], [4.690162, 7.066088, -1.799467], [-3.583066, -3.209879, 3.516346], [-8.136750, 0.207146, 8.500717], [-3.926059, 0.489664, 4.377613], [-1.663286, -5.761230, 3.645701], [-5.070027, 0.594074, 9.327936], [-4.737494, -6.114217, 2.845845], [8.194478, -1.242462, 2.610699], [-6.912560, 0.375032, 3.246987], [-1.017093, 6.188451, -0.415904], [-3.243908, 0.894883, -12.870497], [1.397312, 7.725189, 1.020128], [-3.523227, -1.599159, -8.402011], [11.122948, -0.240172, -0.354097], [4.101546, 1.524921, -6.756640], [-6.421175, -4.228289, -3.823733], [-8.938761, -5.665545, -5.170704], [-2.173483, -0.466544, 0.073017], [3.690281, -1.223137, 3.458790], [-3.920956, 2.071018, -3.024369], [-8.086589, -5.978607, -0.252334], [-3.361724, -6.256697, -2.158896], [-0.135792, 1.864302, -0.710377], [-1.552109, -3.638698, -1.774526], [-3.750956, 3.437464, 13.288824], [-8.931152, -7.554866, 2.398361], [-4.317240, -3.909731, -0.216291], [-5.513155, 0.902668, -8.282265], [-0.735468, -0.729705, -11.729068], [11.185292, -1.160270, 3.745144], [-2.526815, 2.453228, 1.335268], [1.974137, 0.939947, -4.437262], [5.652904, 1.422407, -0.538508], [1.983571, -0.517248, -1.276384], [4.557079, 3.312625, 2.346634], [4.053340, -2.798829, 2.400822], [-5.476070, 1.513774, 3.854297], [2.765228, 1.852092, -0.307919], [2.241361, 0.533483, -0.902862], [5.561356, 0.051343, -1.840987], [-1.281298, 1.134887, 0.666575], [-3.339361, -4.358849, -1.817846], [-2.677887, 0.752287, -3.695236], [5.397597, 6.366664, -3.456724], [10.976712, 1.206560, -1.628121], [0.764736, 6.047077, 0.314180], [-7.139162, -5.887188, -4.510122], [4.051273, 1.498972, 0.532554], [5.934364, 3.122690, -1.386575], [9.621222, -0.126967, 3.279321], [2.428624, 0.677491, -6.304526], [-1.468485, 0.229443, -13.236944], [-3.462149, -5.100959, 3.882948], [-4.460736, 4.395757, 11.769729], [7.038206, 1.025000, 0.711552], [-6.356886, -6.533816, 7.118131], [4.270128, 2.433342, 1.694167], [-6.880842, 1.227097, 9.554518], [-8.313231, -5.879471, 1.662553], [-3.701114, 0.287174, -8.027911], [-3.717879, -5.242540, 4.925531], [9.909799, 0.537269, 2.472163], [6.199860, 3.908173, -0.653351], [-5.181096, 2.129429, 3.012887], [-3.461293, 0.427437, -6.980019], [8.001682, 0.805629, 0.221925], [3.025213, 2.583909, -1.098061], [6.696208, 3.027269, -2.186518], [-6.523970, -6.176110, -5.353288], [6.703748, 0.085289, 1.215555], [11.624862, 0.962885, -2.460771], [-2.037945, 0.465159, -2.867437], [4.848023, -0.740714, -1.526273], [-6.604330, -6.673424, 8.163138], [3.917239, 0.462792, 0.915853], [2.041779, 2.271423, 0.402780], [-0.641063, 0.853911, 1.494967], [-3.852468, -3.885227, -2.646161], [-1.556936, -0.478658, -14.051276], [-4.567552, 3.679143, 10.962694], [-7.335737, -5.685473, 2.087393], [-7.142649, 1.077776, 10.594894], [4.980608, 3.420543, -1.889851], [6.538374, -0.473427, -1.950166], [2.567274, -0.387109, -6.447294], [5.319925, 0.428746, -2.858052], [7.102078, 1.819621, 1.482566], [1.422913, 5.779246, -0.504298], [6.382798, 5.968331, -3.245779], [4.487126, -3.536402, 3.064865]], "atomic_forces_ev_per_a": [[-0.171, -0.041, 0.137], [-0.038, 0.221, -0.088], [0.009, 0.159, 0.079], [-0.344, -0.089, 0.102], [0.042, -0.142, -0.146], [-0.118, -0.187, -0.039], [-0.137, 0.091, -0.017], [0.017, -0.236, -0.098], [-0.121, -0.119, 0.094], [0.100, -0.151, -0.044], [-0.048, -0.153, 0.110], [0.178, 0.151, 0.049], [0.237, -0.012, -0.022], [0.040, 0.127, 0.004], [0.055, -0.189, -0.054], [0.050, -0.162, -0.066], [-0.133, -0.132, 0.088], [0.176, -0.028, 0.093], [0.227, 0.043, 0.126], [-0.217, -0.107, 0.029], [0.202, 0.161, 0.057], [-0.029, 0.146, -0.254], [0.003, -0.151, -0.150], [-0.036, -0.132, 0.030], [0.168, 0.118, 0.068], [-0.146, 0.013, 0.038], [-0.197, 0.050, -0.020], [-0.164, 0.099, -0.007], [0.152, -0.028, 0.124], [0.592, -0.442, 0.639], [0.166, 0.079, 0.088], [0.173, -0.033, 0.107], [0.188, -0.055, -0.034], [-0.069, -0.113, -0.061], [-0.013, 0.194, 0.005], [-0.073, 0.159, -0.069], [-0.127, 0.007, 0.063], [-0.167, -0.103, -0.024], [0.191, 0.008, 0.120], [0.070, 0.151, 0.024], [0.058, -0.103, -0.135], [0.150, -0.187, -0.075], [-0.039, -0.018, 0.334], [0.054, 0.170, 0.073], [-1.980, 0.386, -0.202], [-0.067, -0.104, -0.007], [-0.079, 0.112, -0.141], [0.031, 0.125, -0.125], [0.110, 0.001, -0.150], [0.198, -0.079, -0.008], [-0.043, 0.089, -0.172], [-0.144, 0.079, -0.049], [0.142, -0.039, -0.167], [0.267, -0.092, -0.286], [1.407, 0.513, 0.072], [-0.064, -0.517, -0.236], [0.444, 1.682, 1.833], [-0.115, -0.072, 0.045], [-0.024, 0.023, -0.053], [0.783, -1.248, 0.453], [1.469, 1.960, 0.941], [0.048, -0.469, -0.141], [-0.120, -0.005, 0.068], [-0.058, 0.060, -0.042], [0.015, 0.082, 0.165], [0.032, 0.021, 0.007], [0.054, 0.011, -0.002], [0.022, -0.017, -0.132], [0.033, -0.090, -0.065], [-0.052, -0.382, 0.441], [-0.820, -0.404, 0.000], [-0.020, 0.063, -0.032], [-0.034, 0.007, 0.099], [-0.020, -0.032, -0.005], [0.037, 0.090, 0.007], [-0.007, -0.030, -0.050], [-1.100, -0.277, -0.155], [-0.083, -0.041, 0.027], [-0.618, -2.237, -3.346], [-0.032, -0.059, -0.030], [-0.008, 0.106, -0.026], [0.014, 0.022, 0.054], [-0.017, -0.002, -0.057], [-0.031, -0.065, 0.053], [-0.010, -0.380, -0.415], [-0.007, -0.077, 0.058], [-0.008, -0.026, -0.093], [-0.376, 0.271, 0.314], [-0.483, -0.387, 0.310], [-0.305, 0.153, 0.521], [-0.039, 0.041, 0.083], [0.223, 1.028, -0.452], [-0.062, 0.011, 0.076], [-0.073, 0.002, -0.051], [0.206, 0.529, -0.426], [0.042, 0.028, -0.088], [0.110, 0.642, 0.006], [0.205, -0.146, -0.664], [-0.045, 0.035, -0.072], [0.067, -0.053, 0.059], [0.015, 0.068, 0.072], [-0.007, 0.064, 0.059], [-0.122, 0.012, 0.002], [0.025, 0.027, -0.090], [0.770, -0.101, 0.358], [-0.422, 0.492, 0.248], [-0.029, 0.088, 0.053], [-0.185, -0.240, 0.643], [0.201, -0.430, -0.410], [-0.057, 0.034, 0.065], [-0.098, 0.030, 0.026], [-0.012, 0.085, -0.057]]}